Record 1
{
  "formula": "C2H2CrFO2",
  "method": "the ωB97M-V functional and the def2-TZVPD basis",
  "homo_lumo_gap_ev": [6.536, 9.577],
  "lumo_ev": [-0.4, 0.0],
  "e_tot_ev": -37332.2641,
  "relative_energy_ev": 6.8943,
  "homo_energy_ha": [-0.254, -0.352],
  "s_squared": 8.770,
  "spin_multiplicity": 6,
  "elements": ["Cr", "F", "O", "O", "C", "C", "H", "H"],
  "coordinates": [[1.94, 0.11, 0.41], [-2.99, 1.02, 0.38], [0.09, 0.38, -0.12], [0.49, -0.91, -0.69], [-2.70, -1.44, 0.39], [-2.73, -0.23, 0.46], [-0.18, -1.54, -0.26], [-2.88, -2.49, 0.52]],
  "nbo_charge": [0.733, -0.252, -0.596, -0.619, -0.477, 0.476, 0.485, 0.250]
}

---

Record 2
{
  "formula": "C2H2F2",
  "method": "the ωB97M-V functional and the def2-TZVPD basis",
  "homo_lumo_gap_ev": 11.290,
  "lumo_ev": 0.9,
  "e_tot_ev": -7538.3577,
  "relative_energy_ev": 2.1808,
  "homo_energy_ha": -0.383,
  "smiles": "C#CF.F",
  "elements": ["F", "F", "C", "C", "H", "H"],
  "coordinates": [[2.25, 0.73, 0.09], [-1.97, 1.15, -0.04], [1.46, -0.27, -0.02], [0.78, -1.24, -0.14], [0.10, -2.03, -0.27], [-2.62, 1.67, 0.38]],
  "nbo_charge": [-0.260, -0.557, 0.423, -0.403, 0.239, 0.557]
}

---

Record 3
{
  "formula": "C2H2F2N2",
  "method": "the ωB97M-V functional and the def2-TZVPD basis",
  "homo_lumo_gap_ev": [10.176, 10.175],
  "lumo_ev": [0.3, 0.3],
  "e_tot_ev": -10518.2189,
  "relative_energy_ev": 2.3333,
  "homo_energy_ha": [-0.362, -0.362],
  "elements": ["F", "F", "N", "N", "C", "C", "H", "H"],
  "coordinates": [[-1.77, 0.23, 0.49], [-1.20, -1.66, -0.19], [0.93, 0.85, -1.54], [0.34, -0.38, 1.09], [-0.64, -0.52, 0.19], [0.34, 0.16, -0.73], [1.81, 1.36, -1.34], [0.19, -0.05, 2.03]],
  "nbo_charge": [-0.356, -0.314, -0.576, -0.793, 0.716, 0.509, 0.419, 0.395]
}

---

Record 4
{
  "formula": "C2H2F2O",
  "method": "the ωB97M-V functional and the def2-TZVPD basis",
  "homo_lumo_gap_ev": [7.779, 7.780],
  "lumo_ev": [-0.1, -0.1],
  "e_tot_ev": -9584.1751,
  "relative_energy_ev": 3.8323,
  "homo_energy_ha": [-0.288, -0.288],
  "elements": ["F", "F", "O", "C", "C", "H", "H"],
  "coordinates": [[0.85, 1.96, 0.09], [-0.82, -2.25, -0.35], [-0.23, -0.01, 0.03], [-0.17, 1.17, 0.42], [-0.09, -1.37, -1.01], [-0.93, 1.67, 1.01], [0.97, -1.63, -0.95]],
  "nbo_charge": [-0.305, -0.347, -0.489, 0.717, 0.180, 0.151, 0.093]
}

---

Record 5
{
  "formula": "C2H2F2O",
  "method": "the ωB97M-V functional and the def2-TZVPD basis",
  "homo_lumo_gap_ev": 10.932,
  "lumo_ev": 0.6,
  "e_tot_ev": -9585.2968,
  "relative_energy_ev": 2.7107,
  "homo_energy_ha": -0.381,
  "elements": ["F", "F", "O", "C", "C", "H", "H"],
  "coordinates": [[3.91, -0.56, 0.89], [4.02, 1.03, -0.46], [1.05, -0.16, -0.78], [4.21, -0.22, -0.34], [0.20, -0.15, 0.11], [0.73, -0.48, 1.13], [-0.82, 0.07, 0.02]],
  "nbo_charge": [-0.336, -0.313, -0.509, 0.648, 0.259, 0.114, 0.137]
}

---

Record 6
{
  "formula": "C2H2F2O2",
  "method": "the ωB97M-V functional and the def2-TZVPD basis",
  "homo_lumo_gap_ev": 7.358,
  "lumo_ev": -2.4,
  "e_tot_ev": -11627.0361,
  "relative_energy_ev": 9.2101,
  "homo_energy_ha": -0.360,
  "elements": ["F", "F", "O", "O", "C", "C", "H", "H"],
  "coordinates": [[-1.31, 0.95, 1.99], [1.07, 1.11, 0.46], [-0.91, -0.79, -1.79], [0.45, 0.87, -0.88], [0.19, -1.41, -0.23], [-0.33, -0.20, -0.80], [1.17, -1.74, -0.62], [-0.34, 1.22, 1.88]],
  "nbo_charge": [-0.571, -0.143, -0.445, -0.070, -0.108, 0.590, 0.182, 0.566]
}

---

Record 7
{
  "formula": "C2H2F2S2",
  "method": "the ωB97M-V functional and the def2-TZVPD basis",
  "homo_lumo_gap_ev": [6.447, 7.334],
  "lumo_ev": [-1.5, -0.9],
  "e_tot_ev": -29206.3164,
  "relative_energy_ev": 4.9335,
  "homo_energy_ha": [-0.293, -0.302],
  "smiles": "FC#S#[SH]=CF",
  "elements": ["S", "S", "F", "F", "C", "C", "H", "H"],
  "coordinates": [[-0.72, -1.26, -0.10], [1.90, -1.15, 0.00], [-1.48, 1.19, -0.44], [2.88, 1.12, 0.06], [1.68, 0.44, -0.05], [-1.55, 0.11, 0.37], [-0.93, -0.80, -1.26], [-1.77, 0.36, 1.42]],
  "nbo_charge": [0.416, -0.014, -0.309, -0.380, -0.050, -0.008, 0.144, 0.202]
}

---

Record 8
{
  "formula": "C2H2F2S2",
  "method": "the ωB97M-V functional and the def2-TZVPD basis",
  "homo_lumo_gap_ev": [8.086, 5.795],
  "lumo_ev": [0.2, -3.7],
  "e_tot_ev": -29205.3715,
  "relative_energy_ev": 2.3836,
  "homo_energy_ha": [-0.289, -0.348],
  "s_squared": 2.020,
  "spin_multiplicity": 3,
  "elements": ["S", "S", "F", "F", "C", "C", "H", "H"],
  "coordinates": [[0.79, 0.84, 2.03], [-1.27, -0.93, -1.25], [-0.05, 1.40, -1.35], [-0.62, -1.77, 1.22], [-0.25, 0.29, -0.58], [0.25, 0.16, 0.64], [2.09, 0.64, 1.94], [-0.94, -0.63, -2.64]],
  "nbo_charge": [0.188, 0.343, -0.326, -0.520, 0.153, -0.121, 0.149, 0.133]
}

---

Record 9
{
  "formula": "C2H2F3I",
  "method": "the ωB97M-V functional and the def2-TZVPD basis",
  "homo_lumo_gap_ev": 9.923,
  "lumo_ev": -0.2,
  "e_tot_ev": -18358.2063,
  "relative_energy_ev": 1.0192,
  "homo_energy_ha": -0.371,
  "smiles": "FC(F)[C@H](F)I",
  "elements": ["I", "F", "F", "F", "C", "C", "H", "H"],
  "coordinates": [[-0.45, -1.36, -2.12], [1.21, 1.34, 0.42], [-1.71, -0.60, 0.26], [0.45, -0.13, 1.89], [0.67, 0.13, 0.60], [-0.69, 0.02, -0.40], [-0.97, 0.96, -0.90], [1.50, -0.36, 0.25]],
  "nbo_charge": [0.036, -0.343, -0.339, -0.310, 0.542, 0.070, 0.207, 0.137]
}

---

Record 10
{
  "formula": "C2H2F3NO",
  "method": "the ωB97M-V functional and the def2-TZVPD basis",
  "homo_lumo_gap_ev": 10.868,
  "lumo_ev": -0.1,
  "e_tot_ev": -13792.2648,
  "relative_energy_ev": 4.8351,
  "homo_energy_ha": -0.403,
  "elements": ["F", "F", "F", "O", "N", "C", "C", "H", "H"],
  "coordinates": [[0.93, 1.06, -0.99], [2.28, -1.08, -0.08], [-0.09, 1.18, 1.27], [-1.90, -0.59, 0.17], [0.83, -0.93, 0.01], [-1.26, 0.26, -0.30], [0.26, 0.25, -0.21], [0.71, -1.34, 0.93], [-1.77, 1.19, -0.80]],
  "nbo_charge": [-0.252, -0.210, -0.533, -0.482, -0.209, 0.397, 0.706, 0.426, 0.158]
}

---

Record 11
{
  "formula": "C2H2F3NO",
  "method": "the ωB97M-V functional and the def2-TZVPD basis",
  "homo_lumo_gap_ev": 11.392,
  "lumo_ev": 1.0,
  "e_tot_ev": -13793.3027,
  "relative_energy_ev": 3.7972,
  "homo_energy_ha": -0.383,
  "smiles": "FC(F)(F)N1CO1",
  "elements": ["F", "F", "F", "O", "N", "C", "C", "H", "H"],
  "coordinates": [[2.28, -0.10, 0.70], [1.14, -0.34, -1.16], [1.17, 1.56, -0.06], [-0.72, -1.32, 0.12], [-0.12, -0.29, 0.78], [1.17, 0.21, 0.00], [-1.38, -0.18, 0.02], [-2.36, 0.00, 0.43], [-1.18, 0.46, -0.83]],
  "nbo_charge": [-0.310, -0.290, -0.321, -0.334, -0.190, 1.043, 0.060, 0.185, 0.156]
}

---

Record 12
{
  "formula": "C2H2F3NO",
  "method": "the ωB97M-V functional and the def2-TZVPD basis",
  "homo_lumo_gap_ev": 11.197,
  "lumo_ev": 1.0,
  "e_tot_ev": -13792.9984,
  "relative_energy_ev": 4.1015,
  "homo_energy_ha": -0.376,
  "smiles": "FC(F)(F)N1CO1",
  "elements": ["F", "F", "F", "O", "N", "C", "C", "H", "H"],
  "coordinates": [[-2.25, 0.28, -0.96], [-1.49, -0.47, 1.02], [-1.00, 1.44, 0.29], [0.82, -1.38, 0.09], [0.12, -0.49, -0.74], [-1.25, 0.22, -0.09], [1.32, -0.08, -0.03], [2.29, -0.09, -0.53], [1.42, 0.56, 0.96]],
  "nbo_charge": [-0.293, -0.311, -0.310, -0.343, -0.184, 1.052, 0.022, 0.181, 0.187]
}